[1]
This record from the OMol25 dataset describes a molecular structure, C48H58GdN6O3Se at a distorted geometry. The level of theory is wB97M-V/def2-TZVPD.

```
117
Properties=species:S:1:pos:R:3:mulliken_charge:R:1
Gd 13.43 12.08 14.62 0.5049
C 18.84 10.47 20.02 -1.5573
C 18.05 10.95 18.87 0.5094
C 18.64 11.60 17.81 -1.2076
C 17.93 12.08 16.75 -0.5070
C 16.52 11.88 16.64 0.8393
N 15.81 12.34 15.58 0.3695
C 16.49 12.68 14.41 0.5394
C 17.53 11.83 13.91 -0.1692
C 18.21 12.07 12.74 -1.0832
C 17.90 13.16 11.91 0.1428
C 18.69 13.48 10.68 -1.5035
C 16.79 13.93 12.29 -0.5637
C 16.06 13.69 13.50 0.3780
N 14.97 14.61 13.77 0.6868
C 14.83 15.92 13.39 0.0728
C 13.99 16.56 14.26 -1.2504
C 13.53 15.54 15.15 -0.2866
N 14.06 14.37 14.81 -0.4528
C 15.90 11.14 17.75 0.7444
C 16.70 10.64 18.78 -1.1708
N 14.44 11.03 17.88 0.3028
C 13.79 10.42 18.91 0.1429
C 12.45 10.63 18.73 -1.3007
C 12.29 11.37 17.56 -0.2885
N 13.48 11.54 16.95 -0.2612
H 19.93 10.37 19.72 0.3594
H 18.55 9.49 20.44 0.3787
H 18.80 11.18 20.86 0.3051
H 19.72 11.73 17.83 0.3681
H 18.39 12.69 15.99 0.6254
H 17.82 10.98 14.51 0.6369
H 18.99 11.39 12.48 0.5172
H 19.67 13.01 10.78 0.4151
H 18.71 14.59 10.47 0.3527
H 18.20 13.01 9.82 0.2760
H 16.49 14.78 11.67 0.2931
H 15.35 16.30 12.49 0.4203
H 13.75 17.60 14.33 0.4410
H 12.82 15.63 15.97 0.5439
H 16.30 9.97 19.54 0.2775
H 14.30 10.00 19.79 0.3213
H 11.61 10.32 19.39 0.4024
H 11.38 11.82 17.21 0.6450
C 15.11 7.01 8.19 -1.5224
C 15.55 8.45 8.44 1.8114
C 17.11 8.37 8.38 -1.4598
C 15.04 9.36 7.31 -1.7453
C 15.01 8.97 9.79 -0.5743
C 14.29 10.14 9.97 -0.0279
C 14.03 10.56 11.29 -0.2203
Se 13.17 12.24 11.59 0.2383
C 11.47 11.41 11.65 0.4988
C 10.89 11.01 10.45 -0.6362
C 9.63 10.45 10.36 -0.7317
C 8.94 10.32 11.59 -0.1734
C 9.52 10.62 12.83 -0.7224
C 10.78 11.32 12.86 0.5290
O 11.31 11.77 14.00 -0.7884
C 8.77 10.31 14.12 2.6986
C 9.72 9.59 15.07 -1.5567
C 8.33 11.62 14.83 -1.6403
C 7.55 9.37 13.84 -2.0417
C 8.95 9.88 9.09 2.2023
C 7.51 10.44 9.03 -1.7133
C 8.84 8.35 9.17 -1.4044
C 9.72 10.21 7.85 -2.0618
C 14.40 9.73 12.44 1.2501
O 14.07 10.14 13.62 -0.2886
C 15.08 8.46 12.20 -0.9190
C 15.35 8.16 10.87 -0.3956
C 15.48 7.47 13.27 2.1032
C 15.25 7.99 14.68 -1.8373
C 17.00 7.14 13.11 -1.3972
C 14.52 6.23 13.18 -1.5837
H 15.55 6.71 7.22 0.4530
H 14.01 6.89 8.11 0.2985
H 15.43 6.28 8.94 0.3186
H 17.40 7.98 7.40 0.4629
H 17.55 7.80 9.19 0.2576
H 17.53 9.41 8.41 0.2765
H 15.51 8.98 6.36 0.4477
H 15.31 10.43 7.38 0.2972
H 13.93 9.24 7.22 0.2048
H 13.97 10.68 9.10 0.6684
H 11.49 11.12 9.55 0.3217
H 7.89 10.05 11.60 0.3774
H 10.54 10.26 15.40 0.1954
H 10.21 8.69 14.60 0.2600
H 9.19 9.29 16.01 0.4915
H 9.07 12.38 14.53 0.3050
H 8.35 11.52 15.92 0.3364
H 7.33 11.98 14.59 0.3800
H 7.80 8.49 13.17 0.3382
H 6.69 9.88 13.39 0.3713
H 7.22 8.98 14.81 0.4496
H 6.85 10.06 9.80 0.3570
H 7.01 10.25 8.07 0.4239
H 7.53 11.53 9.17 0.3600
H 8.03 8.06 9.91 0.2902
H 9.78 7.85 9.55 0.2545
H 8.52 7.87 8.24 0.4280
H 9.88 11.30 7.77 0.3765
H 9.13 9.88 6.97 0.4847
H 10.68 9.63 7.85 0.2624
H 15.92 7.29 10.66 0.4257
H 15.78 8.90 14.94 0.1205
H 15.38 7.20 15.43 0.4875
H 14.19 8.27 14.80 0.1814
H 17.62 8.03 13.29 0.1748
H 17.30 6.71 12.12 0.2823
H 17.32 6.38 13.85 0.4225
H 13.46 6.55 13.27 0.2919
H 14.70 5.52 14.02 0.4446
H 14.56 5.72 12.21 0.3040
O 9.44 16.94 14.96 -0.2065
N 10.11 16.13 15.54 0.2236
```

Its total charge is +1. The value obtained for the HOMO energy (spin up / spin down) is -9.1 / -9.1 eV. Its gap between HOMO and LUMO (spin up / spin down) is 5.764 / 3.947 eV. Its relative energy (zero: lowest compared OMol25 entry of this formula, charge and spin) is 0.0 kcal/mol. The multiplicity is 8. The LUMO energy (spin up / spin down) comes out at -3.33 / -5.16 eV. The expectation value of S² is 15.8998.

[2]
This record from the OMol25 dataset describes 5 unconnected molecules or ions with the total composition C13H19Cl8F5O5S at a distorted geometry. The level of theory is wB97M-V/def2-TZVPD.

```
51
Properties=species:S:1:pos:R:3:mulliken_charge:R:1
O 1.17 -5.80 -4.32 -0.4876
C 0.91 -4.51 -4.07 0.5851
O -0.38 -3.82 -3.80 -0.2501
C -0.16 -2.54 -3.06 -0.4039
C 1.39 -2.79 -2.62 -0.1723
S 2.39 -1.43 -1.81 1.1591
O 2.39 -0.19 -2.79 -0.6086
O 1.76 -0.95 -0.48 -0.5033
C 4.19 -1.85 -1.48 0.4523
F 4.83 -0.68 -0.77 -0.2060
F 4.88 -2.07 -2.79 -0.2155
C 4.43 -3.17 -0.55 0.6093
F 4.26 -2.92 0.92 -0.2046
F 5.85 -3.69 -0.69 -0.2327
F 3.55 -4.32 -0.88 -0.2078
O 1.87 -3.36 -3.92 -0.3620
H -0.89 -2.52 -2.14 0.2769
H -0.44 -1.71 -3.84 0.3893
H 1.30 -3.79 -1.98 0.3131
Cl 2.14 0.65 3.93 -0.1973
C 2.95 1.07 2.39 -0.0240
C 4.43 1.35 2.58 -0.4022
Cl 4.72 2.86 3.49 -0.1984
H 2.42 1.93 1.96 0.3081
H 2.81 0.22 1.72 -0.0668
H 4.91 1.48 1.60 0.2390
H 4.93 0.54 3.10 0.3468
Cl -3.39 -2.89 -0.19 -0.1954
C -4.12 -1.46 -0.96 0.2606
C -4.33 -1.65 -2.45 -0.4585
Cl -2.80 -1.73 -3.35 -0.1344
H -3.47 -0.60 -0.75 -0.4328
H -5.08 -1.29 -0.46 0.3620
H -4.90 -0.81 -2.86 0.2998
H -4.89 -2.57 -2.66 0.3790
Cl -3.01 0.66 2.27 -0.1957
C -1.43 1.16 1.61 -0.4274
C -1.58 2.20 0.51 0.1366
Cl -2.32 1.53 -0.96 -0.2434
H -0.91 0.27 1.25 0.2110
H -0.86 1.58 2.44 0.3297
H -0.59 2.58 0.22 0.3458
H -2.18 3.05 0.84 -0.2283
Cl -2.61 3.98 4.74 -0.1601
C -3.34 5.41 3.97 -0.4392
C -3.55 5.22 2.48 -0.4327
Cl -2.02 5.14 1.58 -0.1933
H -2.69 6.27 4.18 0.3054
H -4.30 5.58 4.47 0.2997
H -4.12 6.06 2.07 0.3513
H -4.12 4.30 2.27 0.3244
```

The value obtained for the HOMO energy is -10.7 eV. Its SMILES is O=C1OC[C@H](S(=O)(=O)C(F)(F)C(F)(F)F)O1.ClCCCl.ClCCCl.ClCCCl.ClCCCl. Its gap between HOMO and LUMO is 9.329 eV. The LUMO energy comes out at -1.37 eV.

[3]
This record from the OMol25 dataset describes C7H10 in the gas phase at a distorted geometry. The level of theory is wB97M-V/def2-TZVPD.

```
17
Properties=species:S:1:pos:R:3:mulliken_charge:R:1
C -1.88 -0.36 0.03 -0.7333
C -1.40 0.87 -0.70 -0.5912
C -0.43 -0.08 -0.09 0.3885
C 0.52 -0.98 -0.87 -0.6643
C 1.39 -1.08 0.34 -0.6724
C 1.55 1.07 0.80 -0.9731
C 0.52 0.12 1.08 0.3052
H -2.26 -1.19 -0.55 0.2332
H -2.35 -0.22 1.00 0.2718
H -1.48 0.88 -1.79 0.2395
H -1.55 1.84 -0.23 0.2361
H 0.05 -1.93 -1.19 0.3208
H 1.01 -0.53 -1.74 0.2842
H 2.39 -1.55 0.24 0.3572
H 1.53 1.71 -0.08 0.2608
H 2.19 1.44 1.62 0.2934
H 0.20 -0.03 2.11 0.4436
```

The value obtained for the HOMO energy (spin up / spin down) is -7.5 / -7.5 eV. Its gap between HOMO and LUMO (spin up / spin down) is 8.254 / 8.256 eV. Its relative energy (zero: lowest compared OMol25 entry of this formula, charge and spin) is 115.2 kcal/mol. The LUMO energy (spin up / spin down) comes out at 0.72 / 0.72 eV.